No. 1
Here is C10H12N2 in the gas phase from the OMol25 dataset. Energies are from ωB97M-V with the def2-TZVPD basis set.

Each line ends with the natural charge from an NBO analysis.
Atoms and positions in Å:
C -3.7715 0.6874 -0.3614  -0.63
C -2.4363 0.2228 -0.0108  -0.06
C -2.1523 -1.0102 0.6267  -0.19
C -0.9502 -1.6194 0.9153  -0.26
C 0.1357 -0.8475 0.4974  0.13
C -0.0458 0.3485 -0.1994  0.15
C -1.2758 0.8400 -0.5044  -0.22
N 1.1695 0.9468 -0.5776  -0.42
C 1.9747 1.4813 0.5460  -0.28
C 2.2432 0.0618 -0.0030  0.26
C 3.4110 -0.2969 -0.8836  -0.61
N 1.5179 -1.0072 0.6470  -0.62
H -3.9355 0.5709 -1.4526  0.22
H -4.6698 0.1571 0.0566  0.22
H -3.9560 1.6387 0.0488  0.22
H -2.9821 -1.7083 0.8467  0.20
H -0.7960 -2.6541 1.3589  0.22
H -1.2197 1.7717 -1.0130  0.22
H 1.6718 1.3366 1.5367  0.21
H 2.7559 2.1660 0.2752  0.21
H 4.0121 0.5469 -1.1874  0.23
H 3.1439 -0.8061 -1.7424  0.22
H 4.0949 -0.9908 -0.2405  0.20
H 2.0603 -1.8359 0.8206  0.40

Results
E_HOMO ... -7.251 eV
Gap between HOMO and LUMO ... 0.3037 Eh
ΔE to the lowest compared entry with this formula, charge and spin ... 188.3 kJ/mol
Calculated total energy ... -13542.849 eV
SMILES string ... Cc1ccc2c(c1)N1C[C@@]1(C)N2
Net charge ... 0


No. 2
Here is C2H5N3O in the gas phase from the OMol25 dataset. Energies are from ωB97M-V with the def2-TZVPD basis set.

Each line ends with the natural charge from an NBO analysis.
Atoms and positions in Å:
N -2.3749 -0.5515 -0.1152  -0.80
C -1.2770 -0.0116 -0.6329  0.28
O -0.2556 -0.3928 0.1715  -0.54
N 1.5431 1.1933 0.5667  -0.47
C 0.9743 0.1428 -0.2108  0.33
N 2.0317 -0.2089 0.6623  -0.46
H -2.3677 -1.1390 0.7149  0.38
H -3.2583 -0.3870 -0.5689  0.40
H 0.9678 1.3109 1.4010  0.35
H 1.0941 0.2041 -1.2892  0.18
H 2.9157 -0.2226 0.1566  0.35

Results
E_HOMO ... -9.191 eV
Gap between HOMO and LUMO ... 0.3783 Eh
ΔE to the lowest compared entry with this formula, charge and spin ... 388.8 kJ/mol
Calculated total energy ... -8669.613 eV
Net charge ... 0


No. 3
Here is a molecular structure, C6H6BrFO from the OMol25 dataset. Energies are from ωB97M-V with the def2-TZVPD basis set.

Each line ends with the natural charge from an NBO analysis.
Atoms and positions in Å:
C 2.1097 -0.3466 -0.8908  -0.30
C 0.8138 -0.9257 -0.8473  -0.25
C 2.1809 0.4698 0.1995  0.11
C 0.2036 -0.5124 0.3200  0.19
C -2.0194 0.9677 0.2090  -0.49
C -1.1522 -0.6823 0.7995  0.24
O 1.0236 0.3800 0.9329  -0.40
F -1.1366 -0.6331 2.1155  -0.33
Br -1.7053 0.9533 -1.7328  -0.02
H 2.7212 -0.3009 -1.6620  0.21
H 0.4190 -1.6036 -1.4582  0.21
H 2.9913 0.9628 0.5437  0.19
H -3.1238 0.9394 0.2721  0.22
H -1.5112 1.7666 0.7661  0.22
H -1.8146 -1.4351 0.4328  0.19

Results
E_HOMO ... -8.665 eV
Gap between HOMO and LUMO ... 0.3497 Eh
ΔE to the lowest compared entry with this formula, charge and spin ... 41.6 kJ/mol
Calculated total energy ... -81123.925 eV
Net charge ... 0


No. 4
Here is a molecular structure, C14H15MnN5O6SSe from the OMol25 dataset. Energies are from ωB97M-V with the def2-TZVPD basis set.

Each line ends with the natural charge from an NBO analysis.
Atoms and positions in Å:
Mn 0.7074 -0.8434 0.8321  1.03
N -0.7420 2.2184 -1.4804  -0.59
C -0.0374 2.2419 -2.7087  0.22
C 0.1470 3.4430 -3.3694  -0.25
C 0.8506 3.4772 -4.5657  -0.20
C 1.3886 2.3113 -5.0843  -0.21
C 1.2186 1.1109 -4.4081  -0.17
C 0.4863 1.0691 -3.2350  -0.23
S 0.2170 -0.4707 -2.4344  0.50
N -0.1500 0.0241 -0.8498  -0.65
C -0.6010 1.2026 -0.5872  0.46
C -1.0226 1.4207 0.8220  0.15
C -1.7567 2.5155 1.2570  -0.22
C -2.0866 2.6020 2.5990  -0.16
C -1.6640 1.6030 3.4625  -0.23
C -0.9359 0.5421 2.9532  0.06
N -0.6363 0.4379 1.6590  -0.40
H -0.9479 3.1251 -1.0982  0.40
H -0.2545 4.3564 -2.9466  0.21
H 0.9873 4.4199 -5.0771  0.22
H 1.9549 2.3309 -6.0045  0.22
H 1.6642 0.2026 -4.7911  0.23
H -2.0824 3.2901 0.5778  0.22
H -2.6577 3.4445 2.9633  0.23
H -1.8840 1.6410 4.5193  0.23
H -0.5554 -0.2489 3.5865  0.23
C -1.0803 -5.1159 3.3075  -0.27
O -0.3627 -3.8931 3.4746  -0.47
C -0.0316 -3.1492 2.4210  0.90
O 0.6290 -2.1403 2.5882  -0.61
N -0.4423 -3.5634 1.1911  -0.49
N -0.1847 -2.6965 0.1153  -0.61
H -1.1956 -5.5247 4.3059  0.22
H -0.5134 -5.8224 2.6989  0.19
H -2.0690 -4.9366 2.8800  0.18
H -0.9589 -4.4091 1.0304  0.40
H -1.0239 -2.5639 -0.4387  0.39
H 0.5856 -3.0397 -0.4601  0.41
O 2.3033 -1.5687 -0.1072  -1.09
Se 3.1259 -0.0792 0.0136  2.73
O 4.6422 -0.2677 0.4743  -1.01
O 2.0898 0.5030 1.2298  -1.05
O 2.8790 0.8000 -1.3159  -1.07

Results
E_HOMO (alpha / beta) ... -7.649 / -7.063 eV
Gap between HOMO and LUMO (alpha / beta) ... 0.2648 / 0.2447 Eh
Spin multiplicity ... 2
<S²> ... 0.89
ΔE to the lowest compared entry with this formula, charge and spin ... 6.9 kJ/mol
Calculated total energy ... -141995.904 eV
Net charge ... 0


No. 5
Here is 2 unconnected molecules or ions with the total composition C5H15N3O from the OMol25 dataset. Energies are from ωB97M-V with the def2-TZVPD basis set.

Each line ends with the natural charge from an NBO analysis.
Atoms and positions in Å:
N -3.3325 0.6561 -0.8431  -0.82
C -2.1682 1.3268 -0.3993  -0.17
C -1.3960 0.9588 0.6382  0.27
N -0.3544 1.7988 1.0997  -0.84
N -1.5342 -0.2300 1.3766  -0.84
H -3.4882 0.7878 -1.8357  0.37
H -3.3123 -0.3330 -0.6240  0.35
H -2.0711 2.3239 -0.8018  0.18
H -0.5510 2.7761 0.9247  0.38
H -0.1670 1.6516 2.0846  0.37
H -2.2520 -0.8467 1.0189  0.36
H -0.6603 -0.7451 1.4217  0.40
C 2.3649 0.4990 -0.2182  -0.66
C 2.1607 -0.7943 0.5562  -0.06
O 0.9292 -1.5046 0.1888  -0.57
C 0.8861 -2.0541 -1.1022  -0.25
H 1.5080 1.1556 -0.0682  0.25
H 2.5154 0.3057 -1.2777  0.20
H 3.2508 1.0062 0.1582  0.21
H 2.9924 -1.4910 0.3819  0.16
H 2.0836 -0.5966 1.6273  0.18
H 1.7849 -2.6487 -1.3085  0.16
H 0.7872 -1.2793 -1.8712  0.17
H 0.0240 -2.7230 -1.1271  0.19

Results
E_HOMO ... -6.715 eV
Gap between HOMO and LUMO ... 0.2818 Eh
ΔE to the lowest compared entry with this formula, charge and spin ... 169.6 kJ/mol
Calculated total energy ... -11944.992 eV
SMILES string ... NC=C(N)N.CCOC
Net charge ... 0


No. 6
Here is C7H9N in the gas phase from the OMol25 dataset. Energies are from ωB97M-V with the def2-TZVPD basis set.

Each line ends with the natural charge from an NBO analysis.
Atoms and positions in Å:
C 1.6700 0.7634 -0.1034  -0.22
C 0.5886 1.5265 -0.0954  -0.18
C -0.8371 1.0619 -0.1379  -0.10
C -1.1342 -0.0010 0.9717  -0.40
C -0.7936 -1.0423 -0.1522  -0.10
C 0.6330 -1.5102 -0.0876  -0.17
C 1.7021 -0.7180 -0.0965  -0.23
N -1.0330 -0.0266 -1.1892  -0.60
H 2.6358 1.2484 -0.1071  0.21
H 0.7926 2.5928 -0.1666  0.21
H -1.5452 1.9382 -0.1821  0.20
H -0.5325 0.0536 1.8694  0.21
H -2.2020 -0.0632 1.1838  0.20
H -1.4404 -1.9559 -0.1174  0.20
H 0.8236 -2.5894 -0.0916  0.21
H 2.6993 -1.1693 -0.0835  0.21
H -2.0270 -0.1092 -1.4145  0.35

Results
E_HOMO ... -8.522 eV
Gap between HOMO and LUMO ... 0.3395 Eh
ΔE to the lowest compared entry with this formula, charge and spin ... 236.4 kJ/mol
Calculated total energy ... -8892.706 eV
SMILES string ... C1=C[C@@H]2C[C@H](C=C1)N2
Net charge ... 0